A structure of composition C28H40N4O7PS2Zr in a non-equilibrium geometry. Source: OMol25; level of theory: ωB97M-V/def2-TZVPD.

Computed properties:
Energy relative to the best compared isomer or geometry (same formula, charge and spin) = 1.069 eV
Multiplicity = 1
Net charge = +1
Lowest unoccupied orbital energy = -2.9937 eV
HOMO = -11.57 eV

Geometry as XYZ:
```
83
Properties=species:S:1:pos:R:3:forces:R:3
Zr 0.595 -0.075 0.342 -0.7662 -0.8655 -0.4039
C 3.686 -0.870 0.549 0.0448 0.0389 0.0125
C 2.932 -2.167 0.834 -0.0846 -0.0054 -0.0406
C 2.930 -3.061 -0.401 0.0152 -0.0666 0.0086
C 1.489 -1.871 1.286 0.3849 0.0053 -0.2417
H 4.738 -1.048 0.319 -0.0054 -0.0186 -0.0055
H 3.646 -0.166 1.383 -0.0059 -0.0030 0.0201
H 3.278 -0.364 -0.341 -0.0438 -0.0056 -0.0242
H 3.458 -2.702 1.629 0.0277 0.0017 0.0579
H 2.373 -2.595 -1.220 0.0010 0.0122 0.0021
H 2.461 -4.025 -0.194 0.0069 0.0267 0.0061
H 3.943 -3.251 -0.761 -0.0140 0.0060 0.0104
H 1.484 -1.568 2.340 -0.0222 0.0294 0.0696
H 0.889 -2.778 1.226 -0.0803 -0.0095 -0.0324
C -9.464 -2.910 0.296 0.0255 0.0405 -0.0460
C -8.119 -2.972 -0.424 -0.1340 0.0029 -0.0712
S -6.802 -2.936 0.755 -0.1659 0.0670 0.3529
O -6.527 -1.559 1.106 0.0119 -0.1053 0.0833
O -7.076 -3.893 1.798 0.1086 0.1042 -0.0997
C -5.385 -3.516 -0.141 0.2381 0.0130 -0.0333
C -4.242 -3.719 0.867 0.0679 0.0751 -0.2216
N -2.976 -3.139 0.396 -0.1544 -0.0241 0.1703
C -2.455 -1.980 0.852 0.0401 0.0666 -0.0297
N -1.276 -1.737 0.272 0.2042 0.3208 0.0878
C -1.041 -2.777 -0.592 0.2311 0.1650 0.0901
C -2.074 -3.635 -0.519 -0.3077 -0.2938 -0.0855
N -2.274 -4.820 -1.303 -0.0772 0.0313 0.0285
O -1.384 -5.128 -2.062 0.0525 -0.0098 0.0205
O -3.329 -5.415 -1.160 0.0531 -0.0169 -0.0197
C -3.162 -1.133 1.851 0.0031 -0.1425 -0.0128
H -10.264 -2.926 -0.442 -0.0038 0.0031 -0.0003
H -9.557 -1.995 0.881 0.0268 -0.0018 -0.0271
H -9.584 -3.759 0.964 0.0116 -0.0149 -0.0141
H -7.955 -2.113 -1.076 -0.0289 -0.0512 -0.0512
H -7.998 -3.895 -0.993 -0.0890 0.0184 0.0081
H -5.144 -2.732 -0.861 0.0363 -0.0842 -0.0297
H -5.631 -4.436 -0.666 0.0201 0.0145 0.0419
H -4.095 -4.772 1.069 0.0352 -0.0549 -0.0121
H -4.459 -3.231 1.813 -0.0667 0.0125 0.0276
H -0.165 -2.866 -1.210 -0.0121 0.0595 -0.0052
H -3.126 -1.592 2.842 0.0303 0.0040 -0.0187
H -4.210 -1.001 1.579 -0.0080 -0.0153 -0.0286
H -2.682 -0.169 1.906 -0.0212 0.0561 -0.0145
O 2.937 2.626 1.895 0.4373 -0.0873 -0.0073
C 1.878 2.324 2.360 -0.7634 -0.5062 0.3210
N 1.233 1.076 2.163 0.2199 1.2202 0.2424
S -0.303 1.153 2.695 0.5545 -0.0322 -0.0477
O -1.043 1.159 1.383 0.3099 -0.3453 0.1799
O -0.700 0.086 3.554 -0.0977 0.0769 0.1694
C -0.223 2.703 3.465 -0.2404 0.1666 0.0365
C -1.155 3.319 4.277 -0.0390 0.0314 -0.0515
C -0.786 4.544 4.816 0.0128 0.0562 0.0279
C 0.465 5.099 4.550 -0.0063 -0.0201 -0.0126
C 1.389 4.445 3.743 0.0207 0.0914 0.0401
C 1.028 3.228 3.204 0.0434 -0.0950 0.0245
H -2.120 2.876 4.488 0.0387 -0.0072 -0.0210
H -1.481 5.067 5.460 0.0311 0.0172 -0.0072
H 0.724 6.051 4.994 -0.0050 -0.0052 -0.0049
H 2.373 4.852 3.548 -0.0265 0.0146 0.0190
C -1.163 -0.448 -4.282 0.0032 -0.0046 0.0131
C -1.794 0.214 -3.234 -0.0238 -0.0268 -0.0741
C -1.162 0.309 -2.002 0.1500 0.0574 -0.0503
C 0.117 -0.227 -1.790 0.1298 0.0325 -0.4428
C 0.736 -0.863 -2.867 -0.0440 0.0041 -0.0580
C 0.103 -0.990 -4.096 -0.0570 0.0228 -0.0203
H -1.657 -0.537 -5.241 0.0153 0.0063 0.0184
H -2.776 0.648 -3.376 0.0134 -0.0103 -0.0103
H -1.692 0.822 -1.200 -0.0344 -0.0099 0.0499
H 1.738 -1.266 -2.764 0.0162 -0.0141 0.0106
H 0.600 -1.501 -4.912 -0.0238 0.0133 0.0122
C 1.745 2.137 -2.944 0.1410 -0.1098 -0.1025
P 1.956 2.114 -1.134 -0.5940 0.1789 0.3165
C 3.509 3.057 -0.997 0.1724 -0.2201 -0.0011
C 0.717 3.396 -0.642 0.0708 0.0633 0.0124
H 2.025 3.129 -3.301 -0.0179 -0.0100 -0.0253
H 0.716 1.924 -3.224 -0.0117 -0.0087 0.0168
H 2.390 1.395 -3.415 -0.0046 0.0244 -0.0071
H 3.366 4.004 -1.518 0.0611 0.0290 -0.0128
H 4.317 2.504 -1.478 -0.0152 0.0210 -0.0187
H 3.774 3.232 0.040 -0.0104 0.0114 -0.0584
H 1.189 4.101 0.044 -0.0218 -0.0191 0.0031
H -0.160 2.980 -0.148 -0.0284 -0.0578 -0.0304
H 0.377 3.937 -1.525 0.0382 0.0650 0.0215
```
Forces are in eV/Å.


A cluster of 3 separate species, C22H51NOSi in total in a non-equilibrium geometry. Source: OMol25; level of theory: ωB97M-V/def2-TZVPD.

Computed properties:
Multiplicity = 1
Lowest unoccupied orbital energy = 0.7536 eV
HOMO = -9.39 eV
SMILES = C[Si](C)(C)[C@H]1CCO[C@H]1CCCN.CCCCCC.CCCCCC

Geometry as XYZ:
```
76
Properties=species:S:1:pos:R:3:forces:R:3
C 7.965 -2.461 2.928 -0.8242 0.2592 -0.0900
Si 6.234 -2.521 2.148 0.4707 -0.2679 0.1437
C 5.398 -4.026 2.915 0.3083 0.0326 -0.2735
C 6.548 -2.806 0.302 0.1142 0.4366 0.5649
C 5.440 -0.846 2.538 -0.8399 -0.6104 -0.6422
C 5.148 0.156 1.421 0.6354 0.1217 0.3746
C 4.627 1.325 2.301 0.4287 -0.1239 -1.7468
O 4.150 0.781 3.500 -0.1356 -0.2328 0.6805
C 4.151 -0.673 3.359 0.4301 1.0300 -0.4166
C 2.784 -0.992 2.767 0.0553 -1.1710 0.3273
C 2.509 -2.425 2.300 -0.4959 0.2452 0.0114
C 2.797 -2.682 0.836 -0.3309 0.6358 -0.2359
N 2.002 -1.759 0.000 0.0405 -0.0808 0.1391
H 7.931 -2.734 3.978 0.0371 -0.1713 0.2054
H 8.624 -3.133 2.392 0.3009 -0.1005 -0.0108
H 8.333 -1.439 2.889 0.3002 0.0872 -0.1737
H 5.046 -3.861 3.927 -0.1898 0.1145 0.1594
H 4.607 -4.439 2.303 -0.2878 -0.0035 -0.0456
H 6.159 -4.801 2.982 0.2106 -0.1147 -0.0023
H 6.621 -3.866 0.087 -0.1981 -0.1954 -0.1652
H 5.850 -2.300 -0.354 -0.2539 -0.1637 -0.2050
H 7.526 -2.380 0.093 0.2135 0.1024 -0.0957
H 6.186 -0.330 3.137 0.2891 -0.1529 0.3662
H 4.461 -0.202 0.666 -0.4474 -0.1438 0.0397
H 6.051 0.413 0.875 0.1669 0.2618 -0.0119
H 3.876 1.883 1.747 -0.3729 0.1741 0.2206
H 5.481 1.987 2.436 -0.0414 0.2136 0.5683
H 4.278 -1.104 4.345 -0.1852 0.0000 0.3113
H 2.508 -0.314 1.970 0.1540 0.2751 -0.2038
H 2.079 -0.795 3.566 -0.1220 0.2672 0.2132
H 2.966 -3.177 2.934 0.2374 -0.0070 0.1495
H 1.437 -2.578 2.391 -0.2302 -0.0643 0.1150
H 2.469 -3.685 0.592 0.2741 -0.3494 -0.0770
H 3.850 -2.547 0.611 0.2935 -0.3679 -0.0281
H 1.637 -2.224 -0.819 0.1139 0.0848 -0.0534
H 2.563 -0.972 -0.297 -0.1123 -0.0117 -0.1420
C -2.791 2.140 -1.720 0.0369 0.1454 0.0450
C -1.419 2.778 -1.522 -0.0224 -0.0885 -0.1079
C -0.317 1.762 -1.224 0.0384 0.0508 0.0550
C -0.507 0.962 0.066 -0.0282 0.0045 -0.0130
C -0.634 1.804 1.335 0.0964 -0.0337 0.0045
C 0.609 2.633 1.641 -0.1120 0.0438 0.0128
H -3.127 1.620 -0.821 -0.0145 -0.0269 -0.0172
H -3.538 2.899 -1.956 -0.0282 -0.0359 -0.0198
H -2.770 1.422 -2.542 0.0013 -0.0336 0.0223
H -1.473 3.523 -0.724 0.0243 -0.0047 0.0130
H -1.151 3.323 -2.431 0.0046 0.0328 0.0216
H 0.644 2.285 -1.192 0.0027 -0.0102 0.0087
H -0.248 1.059 -2.061 -0.0134 0.0082 -0.0121
H 0.339 0.277 0.177 -0.0337 -0.0321 0.0418
H -1.393 0.326 -0.025 0.0077 -0.0052 -0.0187
H -0.820 1.131 2.176 -0.0315 0.0038 -0.0031
H -1.507 2.460 1.271 -0.0096 -0.0089 -0.0069
H 1.485 1.991 1.755 0.0183 -0.0027 -0.0085
H 0.484 3.191 2.569 0.0461 -0.0019 0.0074
H 0.817 3.357 0.850 0.0184 -0.0099 -0.0063
C -6.540 1.970 -1.309 0.0055 -0.1446 0.0184
C -6.280 1.004 -2.461 0.0335 0.1274 0.0273
C -6.738 1.541 -3.816 0.0000 -0.0638 -0.0388
C -8.240 1.807 -3.930 0.0013 0.0374 0.0553
C -9.130 0.597 -3.652 -0.0217 0.0012 -0.1253
C -8.916 -0.552 -4.632 -0.0365 -0.0191 0.1172
H -7.605 2.170 -1.181 0.0007 0.0247 -0.0035
H -6.170 1.557 -0.369 0.0050 0.0397 0.0131
H -6.033 2.922 -1.477 -0.0349 0.0255 -0.0052
H -6.760 0.045 -2.249 -0.0106 -0.0063 -0.0328
H -5.208 0.803 -2.515 -0.0053 -0.0399 0.0035
H -6.431 0.839 -4.596 -0.0124 0.0083 -0.0085
H -6.204 2.474 -4.026 0.0135 -0.0005 0.0159
H -8.451 2.178 -4.938 -0.0145 -0.0114 -0.0043
H -8.520 2.616 -3.250 0.0149 0.0032 -0.0017
H -10.174 0.917 -3.709 -0.0030 -0.0024 0.0367
H -8.977 0.241 -2.630 0.0123 0.0217 0.0109
H -9.106 -0.229 -5.658 0.0338 0.0004 -0.0124
H -9.592 -1.379 -4.411 0.0040 -0.0103 -0.0348
H -7.897 -0.941 -4.582 0.0058 0.0047 -0.0204
```
Forces are in eV/Å.


A cluster of 4 separate species, CH9NO5 in total in a non-equilibrium geometry. Source: OMol25; level of theory: ωB97M-V/def2-TZVPD.

Computed properties:
Energy relative to the best compared isomer or geometry (same formula, charge and spin) = 0.827 eV
Multiplicity = 1
Lowest unoccupied orbital energy = 0.4068 eV
HOMO = -10.62 eV
SMILES = NC(=O)O.O.O.O

Geometry as XYZ:
```
16
Properties=species:S:1:pos:R:3:forces:R:3
N -1.099 -0.471 -0.603 3.1712 -1.1261 -0.5310
C -1.813 0.289 0.250 0.2463 -1.6272 1.7261
O -2.961 0.591 0.116 -0.5769 0.7674 -0.0824
O -1.106 0.495 1.449 -1.1916 0.0873 0.2428
H -0.052 -0.964 -0.349 -3.6044 0.9838 -0.4040
H -1.620 -0.835 -1.408 0.4223 0.3820 0.6690
H -1.788 0.581 2.179 1.0260 0.1558 -1.4134
O 1.906 0.651 0.903 -1.0345 0.0759 -1.3712
H 1.067 0.573 1.411 0.5566 0.6279 -0.6227
H 1.657 0.965 -0.055 0.4398 -0.6040 2.2609
O 0.965 1.089 -1.655 -1.8907 0.4897 -0.1956
H 0.050 0.832 -1.311 1.3900 -0.0645 -0.5126
H 0.716 1.800 -2.277 0.6441 -0.3105 0.3598
O 0.941 -2.029 0.460 1.7866 0.9067 0.0206
H 1.754 -2.320 -0.001 -0.7584 -0.3924 -0.0988
H 1.384 -1.246 0.891 -0.6263 -0.3517 -0.0474
```
Forces are in eV/Å.


A structure of composition C19H19Br2CoN7O2S. Source: OMol25; level of theory: ωB97M-V/def2-TZVPD.

Computed properties:
Energy relative to the best compared isomer or geometry (same formula, charge and spin) = 0.000 eV
Multiplicity = 5
Expectation value of S² = 6.04
Net charge = +1
Lowest unoccupied orbital energy (alpha / beta) = -3.2471 / -5.4071 eV
HOMO (alpha / beta) = -10.18 / -10.20 eV

Geometry as XYZ:
```
51
Properties=species:S:1:pos:R:3:forces:R:3
Co 0.186 -0.489 -0.305 0.4732 -0.1353 -0.3287
C 4.300 0.328 0.973 -0.0254 0.0035 -0.0062
C 2.825 0.251 0.746 -0.0970 0.0762 0.1534
N 2.266 -0.058 -0.368 0.1242 0.0730 0.0073
N 3.044 -0.313 -1.450 -0.4767 -0.0243 0.0548
C 2.324 -0.631 -2.514 0.3385 -0.0224 -0.0626
N 3.036 -0.873 -3.630 -0.1315 0.0022 0.0027
S 0.595 -0.768 -2.645 0.0738 -0.0300 0.1280
C 1.879 0.560 1.846 0.0723 0.0220 -0.1157
C 2.316 0.931 3.112 0.0156 0.0345 0.0591
C 1.383 1.245 4.086 0.0191 0.0079 0.0299
C 0.033 1.190 3.778 0.0299 0.0221 0.0088
C -0.323 0.808 2.497 -0.0280 -0.0390 -0.0593
N 0.567 0.500 1.559 -0.0249 -0.1173 0.0332
H 4.823 0.060 0.061 0.0095 -0.0031 -0.0127
H 4.601 -0.356 1.770 -0.0091 -0.0021 -0.0104
H 4.601 1.335 1.272 -0.0229 -0.0069 -0.0118
H 4.037 -0.784 -3.603 0.0118 -0.0025 0.0098
H 2.571 -1.131 -4.479 0.0141 0.0033 0.0062
H 3.374 0.976 3.327 -0.0176 0.0025 0.0060
H 1.708 1.534 5.077 -0.0016 0.0003 -0.0100
H -0.728 1.432 4.506 0.0079 -0.0050 0.0022
H -1.365 0.741 2.205 0.0100 -0.0089 0.0009
C 0.256 2.949 -0.537 -0.0386 0.0512 0.0116
C -1.102 2.400 -0.835 0.0831 -0.0313 -0.0330
C -2.151 3.260 -1.219 0.0694 -0.0034 -0.0154
C -3.368 2.752 -1.572 -0.0605 -0.0001 -0.0050
C -3.561 1.358 -1.539 -0.1664 -0.0095 -0.0841
C -4.768 0.682 -1.926 0.0479 -0.0521 0.0257
Br -6.241 1.661 -2.502 -0.0837 0.0830 -0.0356
C -4.882 -0.701 -1.896 0.1008 0.1417 0.0259
C -3.827 -1.478 -1.466 0.1174 0.1457 0.0496
Br -3.980 -3.327 -1.436 0.0567 -0.0968 0.0315
C -2.592 -0.877 -1.025 -0.1954 0.1196 -0.0980
O -1.631 -1.531 -0.591 -0.1193 -0.1729 0.1755
C -2.487 0.583 -1.111 -0.0355 -0.1633 0.0416
N -1.292 1.089 -0.763 -0.0525 0.0453 0.0976
H 0.535 3.668 -1.308 0.0124 0.0103 0.0186
H 1.000 2.157 -0.504 -0.0142 0.0080 -0.0231
H 0.256 3.477 0.420 -0.0093 -0.0231 -0.0084
H -1.968 4.326 -1.251 0.0005 -0.0099 -0.0035
H -4.173 3.403 -1.884 0.0065 0.0003 0.0022
H -5.803 -1.171 -2.210 -0.0083 0.0135 -0.0040
N 1.000 -4.155 1.923 -0.0181 0.0237 0.0341
C 0.555 -3.414 0.883 0.0151 -0.1142 -0.2409
N -0.139 -4.051 -0.083 0.0170 0.0341 0.0939
O 0.813 -2.201 0.832 -0.1111 0.1439 0.0969
H 0.933 -5.157 1.936 0.0168 -0.0026 -0.0149
H 1.618 -3.706 2.574 0.0055 -0.0080 -0.0081
H -0.439 -5.002 0.035 -0.0110 0.0088 -0.0137
H -0.617 -3.480 -0.761 0.0096 0.0072 -0.0019
```
Forces are in eV/Å.


| no. | total energy (Eh) |
| --- | --- |
| 1 | -3021.1563 |
| 2 | -1288.3295 |
| 3 | -474.4748 |
| 4 | -8198.1246 |